C16H21LiN2O8P2 | ωB97M-V/def2-TZVPD

Net charge = 0
HOMO = -0.29174 hartree
Molar mass = 438.2 g/mol
LUMO energy = -0.013 Ha
Spin multiplicity = 1
Gap between HOMO and LUMO = 7.583 eV

Cartesian coordinates (Å):
Li  -0.4523  -0.1155  0.1899
N  -3.6277  -0.6519  -0.8995
C  -3.4014  -0.6238  0.6127
C  -4.6901  -0.9368  1.3526
P  -2.0596  -1.9181  0.8413
O  -1.0630  -1.2106  1.9046
O  -2.6204  -3.1912  1.3197
O  -1.2979  -1.7690  -0.4663
P  -2.7411  1.0892  0.9343
O  -4.0133  1.9399  0.3540
O  -2.5743  1.3464  2.3781
O  -1.6359  1.2195  -0.0794
H  -4.4028  -1.2640  -1.1470
H  -2.7359  -1.0156  -1.2747
H  -3.7953  0.2864  -1.2679
H  -4.9402  -1.9961  1.2782
H  -5.5154  -0.3231  0.9848
H  -4.5515  -0.6996  2.4069
H  -1.3100  -1.4011  2.8151
H  -4.3730  2.4809  1.0610
C  0.8342  -3.2289  -1.9804
O  1.8739  -2.2533  -1.9047
C  1.5317  -0.9741  -2.2093
C  0.3947  -0.6040  -2.9114
C  0.1345  0.7436  -3.1359
C  1.0004  1.7190  -2.6680
C  2.1396  1.3457  -1.9711
C  2.3984  0.0108  -1.7387
N  3.5528  -0.4029  -1.0251
C  4.0588  0.1108  0.0882
C  3.4459  0.9162  1.0316
C  4.2709  1.5858  1.9979
C  3.7267  2.3468  2.9721
C  2.2989  2.4598  3.0557
C  1.4711  1.8026  2.2084
C  2.0035  0.9542  1.1652
O  1.2787  0.2297  0.4524
H  0.5730  -3.4413  -3.0194
H  -0.0442  -2.8884  -1.4288
H  1.2323  -4.1299  -1.5231
H  -0.2981  -1.3568  -3.2569
H  -0.7610  1.0287  -3.6728
H  0.7847  2.7666  -2.8258
H  2.8166  2.0936  -1.5765
H  4.0243  -1.2088  -1.4093
H  5.0949  -0.1707  0.2616
H  5.3484  1.4871  1.9152
H  4.3537  2.8623  3.6862
H  1.8702  3.0793  3.8348
H  0.3917  1.8703  2.2891

Mulliken charges in e: 1.136 -0.180 0.754 -1.773 0.591 -0.501 -0.842 -0.542 0.828 -0.589 -0.812 -0.654 0.346 0.211 0.386 0.435 0.467 0.393 0.314 0.345 -0.542 -0.498 0.672 -0.464 -0.598 -0.803 0.154 -0.179 0.006 -0.650 0.628 -0.765 -0.652 -0.511 -0.683 0.868 -0.865 0.366 0.044 0.310 0.331 0.400 0.393 0.467 0.317 0.375 0.345 0.381 0.426 0.416